The following is a DFT calculation (ωB97M-V with the def2-TZVPD basis set) of a molecular structure, C40H41F3IKN4OS2Sb at a distorted geometry.

XYZ file:
```
94
Properties=species:S:1:pos:R:3:forces:R:3
K -1.3105 -0.8148 -0.2446 0.5 0.8 0.5
C -3.4720 -1.3075 2.0817 0.1 0.1 0.1
C -4.0053 -2.2626 1.0748 -0.4 -0.1 0.4
C -5.2426 -2.8824 1.2622 -0.1 -0.1 -0.1
C -5.7308 -3.7312 0.2880 0.0 0.1 0.1
C -4.9599 -3.9602 -0.8392 -0.1 -0.2 -0.1
C -3.7364 -3.3217 -0.9319 -0.1 -0.5 -0.6
N -3.2798 -2.4955 -0.0148 0.0 0.1 0.4
Sb -2.5184 -3.5875 -2.6830 -0.2 -0.4 -0.1
C -0.5835 -3.7735 -1.7439 -0.4 -0.3 -0.2
C -0.0264 -5.0395 -1.6486 -0.1 -0.2 0.0
C 1.2491 -5.1622 -1.1250 0.1 0.1 0.0
C 1.9230 -4.0180 -0.7392 0.0 -0.2 -0.1
C 1.2882 -2.7869 -0.8686 0.2 -0.3 0.0
C 1.9507 -1.5278 -0.4205 0.0 -0.1 0.2
N 0.0576 -2.6892 -1.3579 0.4 0.1 0.0
C -2.5553 -1.4958 -3.0958 -0.2 -0.2 -0.1
C -3.7300 -0.8434 -3.4236 -0.2 -0.1 0.0
C -3.6637 0.4905 -3.7860 0.1 0.0 -0.1
C -2.4312 1.1191 -3.7943 -0.1 -0.1 -0.1
C -1.3089 0.3895 -3.4232 -0.1 0.4 -0.3
C 0.0448 1.0120 -3.3305 -0.1 0.0 0.0
N -1.3821 -0.8968 -3.1102 0.6 0.0 -0.2
H -3.9309 -1.4672 3.0549 0.0 0.0 0.1
H -3.6864 -0.2895 1.7536 -0.1 0.1 0.0
H -2.3874 -1.3908 2.1643 0.1 -0.1 0.1
H -5.8134 -2.6862 2.1595 0.0 0.0 0.0
H -6.6950 -4.2094 0.4023 0.0 0.0 0.0
H -5.2934 -4.6205 -1.6294 0.0 0.0 0.0
H -0.5905 -5.9101 -1.9586 0.0 0.0 -0.1
H 1.7100 -6.1350 -1.0287 0.0 -0.1 0.0
H 2.9251 -4.0749 -0.3400 0.1 0.0 0.1
H 3.0203 -1.5596 -0.6232 0.1 0.1 0.0
H 1.7888 -1.4291 0.6556 0.0 0.1 0.1
H 1.4874 -0.6683 -0.8962 0.1 0.2 -0.1
H -4.6740 -1.3685 -3.3830 -0.1 0.0 0.0
H -4.5610 1.0326 -4.0450 -0.1 0.1 0.0
H -2.3349 2.1633 -4.0581 0.0 0.0 0.0
H 0.1853 1.7726 -4.0958 0.1 0.1 0.0
H 0.7978 0.2331 -3.4194 0.1 0.0 0.0
H 0.1342 1.4839 -2.3524 0.1 0.1 0.1
F -5.2077 3.1812 1.0826 0.1 -0.1 0.1
C -4.5750 3.8935 0.1291 -0.6 0.1 0.0
F -4.9416 5.1806 0.3640 0.2 0.3 0.1
F -5.1752 3.5867 -1.0351 0.1 0.0 -0.2
C -3.0921 3.7247 0.1310 0.2 0.0 0.0
C -2.2757 4.7653 0.5156 0.0 0.0 -0.1
C -0.8986 4.5773 0.5121 0.0 0.0 0.0
C -0.4222 3.3483 0.0877 0.2 0.4 0.2
N -1.1794 2.3322 -0.2677 0.1 -0.4 -0.2
C -2.5226 2.4652 -0.2253 -0.2 0.5 0.1
S -3.4941 1.1440 -0.5775 -0.8 -0.7 -0.2
H -2.7019 5.7167 0.8061 0.0 0.0 0.0
H -0.2216 5.3566 0.8147 0.1 0.1 0.0
H 0.6473 3.1714 0.0435 0.0 0.1 0.0
I -0.7361 -4.2210 1.9932 0.2 0.2 0.4
C 0.4570 -3.2405 3.4693 -0.3 -0.8 -0.3
C 0.9988 -4.0208 4.4495 -0.1 -0.2 -0.2
C 1.7510 -3.4195 5.4680 0.1 0.2 0.2
C 1.9317 -2.0644 5.4666 0.1 -0.1 0.2
C 1.3865 -1.2585 4.4434 -0.2 -0.1 -0.2
C 1.5671 0.1369 4.4289 0.0 0.4 0.0
C 1.0073 0.8850 3.4267 0.3 0.2 0.3
C 0.2674 0.2720 2.4022 -0.3 -0.6 -0.3
C 0.0341 -1.1005 2.3127 0.1 0.5 0.1
C 0.6154 -1.8466 3.3882 0.0 0.4 -0.1
H 0.8460 -5.0896 4.4430 0.0 -0.1 0.0
H 2.1643 -4.0403 6.2527 0.1 0.0 0.0
H 2.4907 -1.5864 6.2646 0.0 0.0 0.0
H 2.1342 0.6064 5.2257 0.0 0.0 0.0
H 1.1533 1.9629 3.4250 -0.1 0.0 0.0
H -0.1647 0.9166 1.6378 0.1 0.2 0.0
C 4.5452 3.8068 1.7489 0.1 0.0 -0.1
C 4.8478 2.4519 1.1182 0.0 0.2 -0.1
C 3.5864 1.7175 0.6943 -0.2 0.2 -0.5
S 2.9131 2.3332 -0.9262 0.7 -1.7 0.3
O 3.3126 3.7420 -1.0473 0.2 1.3 -0.2
C 4.1345 1.3952 -1.9945 -0.3 0.3 0.3
C 4.4627 2.2224 -3.2213 -0.2 0.1 -0.1
C 3.2510 2.3932 -4.1253 0.2 0.0 0.0
H 5.4673 4.2923 2.0671 0.0 0.0 0.1
H 3.8936 3.6950 2.6136 0.0 0.0 0.1
H 4.0537 4.4439 1.0199 -0.1 0.1 0.0
H 5.4044 1.8347 1.8290 0.0 -0.1 -0.1
H 5.4892 2.6144 0.2473 0.1 -0.1 0.0
H 2.7934 1.8463 1.4286 -0.1 -0.1 0.0
H 3.7525 0.6521 0.5537 -0.1 -0.2 0.0
H 3.6416 0.4609 -2.2577 0.0 -0.2 0.0
H 5.0295 1.1918 -1.4107 0.0 0.0 0.1
H 5.2800 1.7517 -3.7744 0.0 0.0 0.1
H 4.7955 3.2083 -2.8881 0.1 -0.1 0.0
H 2.8726 1.4278 -4.4538 -0.1 -0.1 -0.1
H 3.5099 2.9793 -5.0039 -0.1 0.1 -0.1
H 2.4640 2.9112 -3.5835 -0.2 0.1 -0.1
```
Positions in Å, forces in eV/Å.

Properties
Electronic energy: -110940.9486 eV
LUMO: 0.0767 Eh
Frontier orbital gap: 6.17 eV
Total charge: -1

natural (NBO) population analysis, charges in e, atoms 1 to 5: atom 1 (K): 0.814, atom 2 (C): -0.689, atom 3 (C): 0.265, atom 4 (C): -0.247, atom 5 (C): -0.163